Record 1
A molecular structure, C31H21F10N5O3Sn at a distorted geometry, computed with wB97M-V/def2-TZVPD.

Structure (ORCA input):
```
! RIJCOSX wB97M-V def2-TZVPD def2/J DEFGRID3
* xyz -2 1
Sn 0.727 -0.093 0.506
C -0.240 -1.887 3.296
N -0.394 -0.534 2.784
C 0.198 0.399 3.739
C 0.247 1.859 3.300
N 1.023 1.966 2.096
C 1.332 3.147 1.582
C 0.920 4.448 1.999
F 0.076 4.605 3.055
C 1.326 5.615 1.383
F 0.880 6.795 1.852
C 2.191 5.603 0.309
F 2.607 6.752 -0.274
C 2.650 4.367 -0.129
F 3.547 4.327 -1.130
C 2.235 3.210 0.474
F 2.761 2.047 0.029
C -1.774 -0.285 2.406
C -1.978 -0.765 0.966
N -1.193 0.058 0.071
C -1.729 0.868 -0.822
C -0.850 1.752 -1.536
F 0.456 1.729 -1.198
C -1.232 2.622 -2.522
F -0.326 3.405 -3.130
C -2.565 2.724 -2.903
F -2.956 3.571 -3.885
C -3.471 1.926 -2.238
F -4.778 2.010 -2.566
C -3.085 1.041 -1.251
F -4.108 0.314 -0.711
H -0.801 -2.031 4.237
H 0.811 -2.098 3.476
H -0.605 -2.606 2.562
H 1.230 0.057 3.855
H -0.300 0.351 4.726
H 0.688 2.415 4.141
H -0.760 2.265 3.149
H -1.976 0.783 2.442
H -2.488 -0.786 3.086
H -3.048 -0.797 0.760
H -1.595 -1.792 0.895
O -1.639 -2.890 -3.630
C -1.362 -1.698 -4.189
C -2.090 -1.308 -5.314
C -1.842 -0.093 -5.926
C -0.865 0.759 -5.426
C -0.143 0.380 -4.307
C -0.373 -0.839 -3.675
C 0.372 -1.131 -2.415
O 1.151 -0.253 -1.944
N 0.149 -2.321 -1.874
N 0.719 -2.429 -0.631
C 1.011 -3.598 -0.218
C 1.671 -3.894 1.040
C 1.852 -5.240 1.376
C 2.487 -5.645 2.534
C 2.985 -4.667 3.397
C 2.846 -3.333 3.090
C 2.182 -2.881 1.914
O 2.058 -1.616 1.717
H -1.025 -2.965 -2.833
H -2.857 -1.975 -5.689
H -2.424 0.194 -6.795
H -0.685 1.723 -5.886
H 0.600 1.034 -3.872
H 0.788 -4.458 -0.860
H 1.473 -5.993 0.691
H 2.600 -6.696 2.770
H 3.477 -4.960 4.319
H 3.233 -2.565 3.751
*
```

## Properties
**Maximum force**: 0.1141 Eh/bohr
**E_LUMO**: 4.658 eV
**HOMO**: -0.52 eV
**Calculated total energy**: -79085.444 eV
**HOMO-LUMO gap**: 5.177 eV
**ΔE to the lowest compared entry with this formula, charge and spin**: 29.6 kcal per mole

***

Record 2
A molecular structure, C31H21F3NO8SbSeTi at a distorted geometry, computed with wB97M-V/def2-TZVPD.

Structure (ORCA input):
```
! RIJCOSX wB97M-V def2-TZVPD def2/J DEFGRID3
* xyz -2 1
Ti -1.201 1.486 0.297
O -0.543 3.220 3.822
C -1.005 2.655 2.853
O -0.299 1.948 1.966
C -2.473 2.547 2.523
C -3.565 3.173 3.003
C -4.869 2.794 2.514
C -4.989 1.781 1.564
C -3.857 1.162 1.064
N -2.612 1.580 1.538
C -3.663 0.132 0.044
O -4.524 -0.589 -0.464
O -2.349 0.028 -0.249
H -3.450 3.963 3.736
H -5.750 3.309 2.875
H -5.962 1.475 1.195
C -3.024 0.398 -3.140
C -2.175 -0.701 -3.211
C -0.816 -0.522 -3.430
C -0.300 0.763 -3.594
C -1.146 1.858 -3.520
C -2.504 1.675 -3.273
H -4.074 0.246 -2.926
H -2.578 -1.693 -3.047
H -0.153 -1.379 -3.466
H 0.760 0.908 -3.763
H -0.759 2.859 -3.643
H -3.148 2.541 -3.183
F 4.110 -2.241 -4.779
C 3.409 -1.923 -3.657
C 2.649 -2.896 -3.054
C 1.931 -2.556 -1.906
C 2.007 -1.278 -1.356
C 2.766 -0.321 -2.023
C 3.478 -0.633 -3.175
Sb 0.714 -0.643 0.222
C 0.486 -2.587 1.112
C -0.809 -2.932 1.493
C -1.080 -4.168 2.083
C -0.034 -5.035 2.281
F -0.280 -6.243 2.858
C 1.264 -4.739 1.913
C 1.511 -3.504 1.322
C 2.321 0.056 1.440
C 2.865 1.305 1.133
C 3.918 1.827 1.872
C 4.403 1.094 2.932
F 5.441 1.595 3.657
C 3.867 -0.119 3.300
C 2.813 -0.630 2.546
H 2.615 -3.893 -3.474
H 1.313 -3.316 -1.441
H 2.813 0.694 -1.643
H 4.071 0.108 -3.696
H -1.623 -2.233 1.322
H -2.083 -4.450 2.375
H 2.051 -5.462 2.084
H 2.523 -3.264 1.014
H 2.430 1.904 0.341
H 4.342 2.797 1.645
H 4.262 -0.645 4.159
H 2.376 -1.574 2.846
O -1.896 3.138 -0.541
Se -0.318 3.755 -0.783
O 0.135 4.656 0.490
O 0.429 2.217 -0.786
O -0.160 4.521 -2.212
*
```

## Properties
**Maximum force**: 0.0385 Eh/bohr
**E_LUMO (alpha / beta)**: 4.058 / 4.058 eV
**HOMO (alpha / beta)**: 0.26 / 0.27 eV
**Calculated total energy**: -153511.576 eV
**HOMO-LUMO gap (alpha / beta)**: 3.797 / 3.791 eV
**ΔE to the lowest compared entry with this formula, charge and spin**: 33.0 kcal per mole

***

Record 3
3 unconnected molecules or ions with the total composition C31H21O9S, computed with wB97M-V/def2-TZVPD.

Structure (ORCA input):
```
! RIJCOSX wB97M-V def2-TZVPD def2/J DEFGRID3
* xyz -1 1
C -2.118 -6.567 1.923
C -1.187 -7.061 0.853
O -1.513 -7.885 0.041
O 0.002 -6.450 0.708
C 0.558 -5.645 1.746
S 1.458 -6.560 3.029
O 0.576 -7.656 3.397
O 1.600 -5.529 4.048
O 2.686 -6.969 2.374
H -1.655 -6.552 2.900
H -2.476 -5.571 1.662
H -2.965 -7.244 1.933
H 1.328 -5.041 1.278
H -0.175 -4.975 2.184
C 5.515 -3.800 0.801
C 6.657 -3.079 0.464
C 6.548 -1.854 -0.173
C 5.293 -1.345 -0.484
C 4.148 -2.077 -0.157
C 4.262 -3.301 0.490
C 2.787 -1.573 -0.496
O 1.804 -2.214 -0.203
C 2.686 -0.263 -1.206
C 1.432 0.213 -1.566
C 1.317 1.427 -2.221
C 2.454 2.172 -2.514
C 3.707 1.701 -2.159
C 3.829 0.480 -1.507
C 5.192 -0.018 -1.151
O 6.180 0.644 -1.399
H 5.599 -4.753 1.307
H 7.635 -3.475 0.703
H 7.427 -1.281 -0.433
H 3.370 -3.853 0.749
H 0.559 -0.378 -1.328
H 0.339 1.798 -2.501
H 2.361 3.123 -3.023
H 4.600 2.267 -2.382
C -0.609 6.196 0.647
C -1.470 6.733 1.597
C -2.805 6.369 1.611
C -3.288 5.468 0.670
C -2.425 4.939 -0.292
C -1.085 5.302 -0.296
C -2.918 3.988 -1.330
O -2.167 3.528 -2.163
C -4.364 3.627 -1.309
C -4.856 2.764 -2.281
C -6.192 2.405 -2.273
C -7.043 2.904 -1.292
C -6.560 3.766 -0.324
C -5.221 4.133 -0.329
C -4.726 5.075 0.717
O -5.466 5.505 1.575
H 0.437 6.475 0.645
H -1.096 7.435 2.331
H -3.485 6.771 2.349
H -0.426 4.874 -1.040
H -4.181 2.379 -3.032
H -6.573 1.732 -3.029
H -8.086 2.615 -1.284
H -7.209 4.160 0.445
*
```

## Properties
**Maximum force**: 0.0113 Eh/bohr
**E_LUMO**: 0.004 eV
**HOMO**: -5.48 eV
**Calculated total energy**: -61753.943 eV
**HOMO-LUMO gap**: 5.488 eV
**ΔE to the lowest compared entry with this formula, charge and spin**: 0.0 kcal per mole

***

Record 4
A molecular structure, C31H22AsN7O3SW at a distorted geometry, computed with wB97M-V/def2-TZVPD.

Structure (ORCA input):
```
! RIJCOSX wB97M-V def2-TZVPD def2/J DEFGRID3
* xyz 2 1
W 0.332 -0.468 -1.281
N 4.374 6.699 -0.079
C 3.702 5.557 -0.278
C 4.342 4.308 -0.093
C 3.661 3.141 -0.298
C 2.314 3.200 -0.693
C 1.650 4.424 -0.873
C 2.341 5.584 -0.664
S 1.506 1.753 -0.999
O 1.420 1.260 -2.406
O 2.083 0.585 -0.265
N -0.044 1.608 -0.504
C -0.964 1.852 -1.534
N -1.336 3.047 -1.914
C -2.141 3.079 -2.980
C -2.519 1.931 -3.673
C -2.054 0.720 -3.216
N -1.313 0.672 -2.096
H 5.343 6.693 0.188
H 3.937 7.593 -0.216
H 5.379 4.281 0.214
H 4.152 2.187 -0.158
H 0.606 4.448 -1.157
H 1.844 6.537 -0.790
H -2.475 4.058 -3.301
H -3.137 1.991 -4.556
H -2.268 -0.222 -3.703
O 0.409 -1.445 -2.984
N 1.392 -1.935 -2.197
C 1.795 -3.138 -2.453
C 1.420 -3.813 -3.665
N 1.070 -4.335 -4.624
C 2.651 -3.752 -1.469
N 3.279 -4.186 -0.614
C -0.193 -5.587 3.633
C -1.288 -5.066 2.956
C -1.148 -3.941 2.159
C 0.106 -3.351 2.059
C 1.215 -3.869 2.719
C 1.055 -4.993 3.516
As 0.342 -1.694 1.089
C -1.247 -1.731 -0.060
C -1.495 -2.648 -1.092
C -2.760 -2.681 -1.671
C -3.762 -1.860 -1.171
C -3.541 -0.998 -0.095
C -2.287 -0.925 0.481
C -1.892 -0.120 1.644
C -2.689 0.827 2.276
C -2.188 1.529 3.362
C -0.896 1.298 3.818
C -0.087 0.357 3.194
C -0.592 -0.350 2.119
H -0.314 -6.467 4.250
H -2.257 -5.539 3.046
H -2.008 -3.537 1.640
H 2.193 -3.419 2.600
H 1.908 -5.407 4.036
H -0.731 -3.347 -1.406
H -2.973 -3.372 -2.476
H -4.752 -1.913 -1.605
H -4.364 -0.413 0.296
H -3.697 1.018 1.933
H -2.810 2.260 3.859
H -0.519 1.849 4.669
H 0.918 0.177 3.555
*
```

## Properties
**Maximum force**: 0.0442 Eh/bohr
**E_LUMO (alpha / beta)**: -7.209 / -7.317 eV
**HOMO (alpha / beta)**: -13.51 / -13.67 eV
**Calculated total energy**: -122557.475 eV
**HOMO-LUMO gap (alpha / beta)**: 6.305 / 6.350 eV
**ΔE to the lowest compared entry with this formula, charge and spin**: 23.8 kcal per mole

***

Record 5
A molecular structure, C31H22BN3O4S3SbTa, computed with wB97M-V/def2-TZVPD.

Structure (ORCA input):
```
! RIJCOSX wB97M-V def2-TZVPD def2/J DEFGRID3
* xyz -1 2
Ta 0.158 0.204 0.368
O -0.738 -1.360 1.047
C -0.618 -2.602 1.483
C -1.733 -3.278 1.987
C -1.590 -4.593 2.379
C -0.355 -5.245 2.275
C 0.746 -4.569 1.803
C 0.638 -3.223 1.408
C 1.776 -2.476 0.989
N 1.788 -1.184 0.710
N 3.105 -0.761 0.468
C 3.090 0.512 0.239
O 1.994 1.191 0.227
C 4.345 1.263 0.000
C 4.291 2.637 -0.209
C 5.459 3.350 -0.434
C 6.682 2.697 -0.456
C 6.737 1.323 -0.251
C 5.575 0.607 -0.023
H -2.667 -2.737 2.058
H -2.445 -5.129 2.772
H -0.265 -6.280 2.582
H 1.711 -5.060 1.743
H 2.735 -2.979 0.951
H 3.330 3.131 -0.191
H 5.411 4.420 -0.594
H 7.593 3.255 -0.632
H 7.690 0.810 -0.269
H 5.604 -0.461 0.138
S -3.567 -0.074 3.211
Sb -2.697 1.587 1.985
S -0.286 1.592 2.390
S -2.485 0.668 -0.633
C -0.013 4.574 -1.143
C 0.232 4.456 -2.501
C 0.342 3.197 -3.052
C 0.196 2.069 -2.244
N -0.035 2.195 -0.923
C -0.125 3.419 -0.394
C 0.287 0.693 -2.749
C 0.250 0.402 -4.114
C 0.269 -0.914 -4.540
C 0.332 -1.936 -3.599
C 0.378 -1.638 -2.247
C 0.352 -0.318 -1.782
H -0.104 5.535 -0.657
H 0.344 5.336 -3.122
H 0.556 3.075 -4.103
H -0.279 3.445 0.677
H 0.173 1.189 -4.853
H 0.219 -1.143 -5.597
H 0.335 -2.970 -3.924
H 0.416 -2.461 -1.539
O -2.629 -2.227 -0.677
B -2.891 -0.978 -1.222
O -3.505 -1.123 -2.481
C -3.544 -2.467 -2.714
C -3.998 -3.146 -3.823
C -3.893 -4.537 -3.791
C -3.357 -5.202 -2.695
C -2.900 -4.509 -1.575
C -3.011 -3.138 -1.618
H -4.407 -2.624 -4.676
H -4.235 -5.108 -4.644
H -3.290 -6.283 -2.713
H -2.474 -5.005 -0.714
*
```

## Properties
**Maximum force**: 0.0130 Eh/bohr
**E_LUMO (alpha / beta)**: 2.454 / 2.070 eV
**HOMO (alpha / beta)**: -3.21 / -4.64 eV
**Calculated total energy**: -86445.922 eV
**HOMO-LUMO gap (alpha / beta)**: 5.663 / 6.714 eV
**ΔE to the lowest compared entry with this formula, charge and spin**: 0.0 kcal per mole

***

Record 6
A molecular structure, C31H22BrF4MnN5O3PS at a distorted geometry, computed with wB97M-V/def2-TZVPD.

Structure (ORCA input):
```
! RIJCOSX wB97M-V def2-TZVPD def2/J DEFGRID3
* xyz 0 5
Mn -0.107 1.166 0.851
N 2.657 3.942 2.557
C 1.488 3.410 2.116
S 1.196 3.433 0.401
N 0.652 2.942 2.999
N -0.444 2.365 2.433
C -1.588 2.639 2.954
C -2.853 2.353 2.329
C -4.041 2.739 2.963
C -5.257 2.664 2.323
C -5.311 2.184 1.014
C -4.163 1.780 0.369
C -2.913 1.853 1.003
O -1.842 1.457 0.352
H 3.141 4.543 1.918
H 2.771 4.098 3.545
H -1.586 3.247 3.856
H -3.987 3.118 3.977
H -6.160 2.983 2.824
H -6.260 2.130 0.496
H -4.187 1.417 -0.651
F -5.717 -3.124 0.264
C -4.481 -2.668 0.123
C -3.810 -2.833 -1.074
F -4.398 -3.473 -2.078
C -2.519 -2.352 -1.221
F -1.931 -2.624 -2.386
C -1.853 -1.681 -0.199
P -0.177 -0.868 -0.377
C 0.840 -2.326 0.053
C 1.116 -3.324 -0.881
C 1.930 -4.392 -0.537
C 2.450 -4.494 0.744
C 2.132 -3.536 1.693
C 1.334 -2.454 1.351
C -0.173 -0.564 -2.169
C -1.172 0.323 -2.583
C -1.239 0.731 -3.902
C -0.303 0.266 -4.816
C 0.684 -0.612 -4.407
C 0.760 -1.020 -3.085
C -2.544 -1.570 1.011
Br -1.724 -0.824 2.543
C -3.833 -2.045 1.173
F -4.467 -1.917 2.335
H 0.681 -3.276 -1.870
H 2.159 -5.149 -1.276
H 3.090 -5.327 1.007
H 2.507 -3.618 2.705
H 1.113 -1.709 2.097
H -1.888 0.699 -1.862
H -2.014 1.419 -4.216
H -0.331 0.608 -5.843
H 1.430 -0.958 -5.110
H 1.560 -1.677 -2.774
C 5.709 1.037 -1.723
N 4.607 0.733 -0.824
C 4.841 0.324 0.438
C 3.844 0.179 1.335
C 2.524 0.471 0.878
O 1.542 0.532 1.704
N 2.272 0.722 -0.404
C 3.283 1.009 -1.273
O 3.133 1.487 -2.380
H 6.487 0.280 -1.635
H 6.124 2.023 -1.504
H 5.320 1.054 -2.736
H 5.877 0.139 0.692
H 4.018 -0.084 2.366
*
```

## Properties
**Maximum force**: 0.0380 Eh/bohr
**E_LUMO (alpha / beta)**: -0.814 / -0.218 eV
**HOMO (alpha / beta)**: -7.37 / -7.46 eV
**Calculated total energy**: -178454.980 eV
**HOMO-LUMO gap (alpha / beta)**: 6.554 / 7.238 eV
**ΔE to the lowest compared entry with this formula, charge and spin**: 31.4 kcal per mole